(1)
This record from OMol25 describes a structure of composition C25H28CrN2O5S3 at a distorted geometry. The level of theory is ωB97M-V/def2-TZVPD.

Energy above the lowest of the compared OMol25 structures with the same formula, charge and spin, kJ/mol: 660.3
Orbital gap (alpha / beta), Eh: 0.2484 / 0.2710
LUMO level (alpha / beta), eV: 0.16 / 0.01
HOMO (alpha / beta), eV: -6.6 / -7.4

The geometry in ORCA input format:
```
! wB97M-V def2-TZVPD RIJCOSX def2/J DEFGRID3
* xyz 0 5
Cr -0.076 -0.085 0.314
C -2.850 -1.815 1.056
C -2.495 -1.031 2.311
S -1.816 0.569 1.819
C -0.808 0.995 3.267
C 0.228 2.034 2.885
S 1.361 1.492 1.550
C 2.626 -0.778 1.900
C 0.564 -2.087 2.325
S -1.568 -1.803 -0.262
H -3.764 -1.427 0.609
H -3.024 -2.855 1.325
H -1.727 -1.535 2.889
H -3.382 -0.848 2.921
H -0.333 0.061 3.563
H -1.473 1.367 4.050
H 0.837 2.265 3.757
H -0.243 2.947 2.526
H 2.915 -1.236 2.834
H 3.402 -0.536 1.190
H 1.230 -2.515 3.081
H 0.080 -2.904 1.794
O 1.397 -0.704 -1.078
C 2.337 -1.773 -1.061
C 2.240 -2.460 0.308
O 2.596 -3.497 0.671
O 1.524 -1.518 1.271
C 3.764 -1.229 -1.198
C 3.983 0.130 -1.375
C 5.284 0.618 -1.441
C 6.363 -0.245 -1.329
C 6.141 -1.607 -1.161
C 4.847 -2.098 -1.096
C 1.984 -2.774 -2.160
C 0.892 -3.620 -1.996
C 0.513 -4.474 -3.019
C 1.224 -4.490 -4.212
C 2.309 -3.643 -4.381
C 2.689 -2.785 -3.358
H 0.827 -0.675 -1.932
H 3.145 0.808 -1.441
H 5.446 1.682 -1.572
H 7.374 0.142 -1.364
H 6.979 -2.288 -1.079
H 4.673 -3.160 -0.960
H 0.317 -3.601 -1.076
H -0.342 -5.124 -2.881
H 0.930 -5.160 -5.010
H 2.864 -3.648 -5.311
H 3.534 -2.122 -3.498
C -1.612 1.047 -4.704
N -1.518 1.572 -3.344
C -2.075 2.772 -2.996
C -1.953 3.263 -1.764
C -1.246 2.499 -0.748
O -1.139 2.930 0.384
N -0.779 1.217 -1.109
C -0.838 0.809 -2.418
O -0.322 -0.233 -2.866
H -2.201 1.740 -5.300
H -2.086 0.068 -4.700
H -0.622 0.938 -5.141
H -2.611 3.287 -3.782
H -2.380 4.212 -1.480
*
```

=====

(2)
This record from OMol25 describes a structure of composition C25H28F5N3O3P2S2Zn at a distorted geometry. The level of theory is ωB97M-V/def2-TZVPD.

Energy above the lowest of the compared OMol25 structures with the same formula, charge and spin, kJ/mol: 94.5
Orbital gap, Eh: 0.2556
LUMO level, eV: -0.72
HOMO, eV: -7.7

The geometry in ORCA input format:
```
! wB97M-V def2-TZVPD RIJCOSX def2/J DEFGRID3
* xyz 0 1
Zn 0.036 0.234 0.685
F -6.587 -0.164 2.708
C -5.270 0.085 2.725
C -4.419 -0.580 1.849
F -4.919 -1.483 0.991
C -3.059 -0.332 1.888
F -2.248 -1.068 1.097
C -2.491 0.614 2.749
S -0.802 0.953 2.807
C -3.379 1.265 3.625
F -2.903 2.167 4.491
C -4.738 1.001 3.628
F -5.548 1.618 4.497
C -1.125 -1.850 -2.048
P 0.301 -1.668 -0.928
C 0.018 -3.155 0.136
C 1.722 -2.389 -1.903
C 2.238 -1.420 -2.963
P 1.313 0.213 -2.762
C 1.257 0.700 -4.544
C 2.673 1.364 -2.287
H -2.037 -1.808 -1.455
H -1.058 -2.814 -2.556
H -1.129 -1.033 -2.770
H -0.077 -4.048 -0.477
H -0.892 -3.019 0.711
H 0.851 -3.272 0.826
H 1.355 -3.318 -2.350
H 2.500 -2.667 -1.187
H 2.008 -1.808 -3.957
H 3.319 -1.290 -2.905
H 2.258 0.658 -4.976
H 0.861 1.711 -4.595
H 0.597 0.035 -5.096
H 3.596 1.104 -2.800
H 2.824 1.384 -1.214
H 2.348 2.356 -2.592
N 6.080 -1.821 4.360
C 7.369 -2.273 4.401
C 8.266 -2.457 5.443
C 9.526 -2.905 5.108
C 9.878 -3.181 3.781
C 8.992 -3.002 2.742
C 7.717 -2.528 3.050
N 6.661 -2.220 2.245
C 5.706 -1.804 3.038
C 4.419 -1.342 2.569
C 3.349 -1.071 3.422
C 2.159 -0.612 2.891
N 1.969 -0.440 1.589
C 2.979 -0.705 0.767
C 4.214 -1.139 1.201
H 5.523 -1.529 5.145
H 7.982 -2.253 6.465
H 10.260 -3.041 5.888
H 10.880 -3.530 3.580
H 9.261 -3.220 1.722
H 3.424 -1.218 4.488
H 1.330 -0.359 3.532
H 2.775 -0.558 -0.280
H 5.027 -1.326 0.519
C -1.481 3.583 -0.565
S -0.593 2.063 -0.977
O -1.462 0.954 -0.561
O -0.324 2.144 -2.391
O 0.625 1.986 -0.140
H -2.496 3.456 -0.920
H -0.992 4.397 -1.082
H -1.462 3.733 0.507
*
```

=====

(3)
This record from OMol25 describes a structure of composition C25H28InN4O6SSe2. The level of theory is ωB97M-V/def2-TZVPD.

Energy above the lowest of the compared OMol25 structures with the same formula, charge and spin, kJ/mol: 70.1
Orbital gap, Eh: 0.2532
LUMO level, eV: 2.12
HOMO, eV: -4.8

The geometry in ORCA input format:
```
! wB97M-V def2-TZVPD RIJCOSX def2/J DEFGRID3
* xyz -1 1
In 0.235 0.030 0.505
O -0.359 -2.618 3.767
C -0.442 -1.855 2.816
O 0.495 -1.460 2.051
C -1.833 -1.290 2.515
C -2.965 -1.995 2.990
C -4.202 -1.520 2.699
C -4.332 -0.305 1.982
C -5.586 0.271 1.673
C -5.657 1.464 1.012
C -4.474 2.137 0.642
C -3.248 1.600 0.919
C -3.153 0.356 1.583
N -1.915 -0.175 1.835
H -2.791 -2.900 3.554
H -5.095 -2.048 3.013
H -6.486 -0.252 1.974
H -6.620 1.900 0.778
H -4.537 3.090 0.132
H -2.328 2.106 0.651
O -2.072 0.819 -5.055
C -1.977 1.820 -4.045
C -1.073 1.339 -2.894
C 0.290 1.028 -3.536
O 1.359 0.735 -2.665
C -1.026 2.552 -1.955
Se 0.090 2.535 -0.326
C -1.806 0.141 -2.257
Se -0.857 -1.331 -1.361
H -2.661 1.139 -5.744
H -2.970 2.047 -3.637
H -1.559 2.741 -4.469
H 0.548 1.891 -4.172
H 0.181 0.165 -4.192
H 1.403 1.420 -1.977
H -2.049 2.767 -1.636
H -0.672 3.423 -2.513
H -2.342 -0.386 -3.045
H -2.556 0.527 -1.563
O 4.353 0.382 1.400
C 3.132 0.444 1.333
O 2.399 0.025 0.375
C 2.410 1.114 2.504
C 3.118 1.571 3.606
C 2.421 2.172 4.638
C 1.043 2.309 4.537
C 0.416 1.832 3.401
N 1.091 1.248 2.417
H 4.189 1.436 3.618
H 2.943 2.531 5.516
H 0.462 2.773 5.323
H -0.656 1.912 3.262
S 1.255 -4.691 -1.114
C 2.597 -3.701 -1.382
N 3.833 -4.149 -1.062
C 5.064 -3.394 -1.207
C 4.753 -1.911 -1.161
C 3.641 -1.595 -2.143
N 2.507 -2.480 -1.915
H 3.837 -5.063 -0.648
H 5.560 -3.652 -2.152
H 5.737 -3.674 -0.394
H 5.642 -1.329 -1.406
H 4.437 -1.615 -0.161
H 3.994 -1.706 -3.176
H 3.293 -0.576 -2.008
H 1.569 -2.119 -2.054
*
```

=====

(4)
This record from OMol25 describes an isolated molecule of C25H28N2O4S at a distorted geometry. The level of theory is ωB97M-V/def2-TZVPD.

Energy above the lowest of the compared OMol25 structures with the same formula, charge and spin, kJ/mol: 205.7
Orbital gap, Eh: 0.2933
LUMO level, eV: 0.56
HOMO, eV: -7.4

The geometry in ORCA input format:
```
! wB97M-V def2-TZVPD RIJCOSX def2/J DEFGRID3
* xyz 0 1
C -6.362 -4.093 1.188
H -5.847 -4.966 1.588
O -5.350 -3.203 0.788
C -5.719 -2.007 0.238
C -7.029 -1.591 0.046
C -7.251 -0.348 -0.527
C -6.209 0.471 -0.899
C -4.880 0.072 -0.697
C -4.661 -1.179 -0.126
H -3.670 -1.558 0.063
N -3.844 0.887 -1.135
C -2.475 0.423 -1.103
H -1.931 0.963 -1.887
C -1.793 0.710 0.245
N -1.872 2.129 0.517
C -0.863 3.031 0.511
O -1.068 4.238 0.487
C 0.528 2.541 0.561
C 1.653 3.209 0.145
C 2.743 2.359 0.416
C 2.217 1.241 1.008
O 0.879 1.353 1.098
C 2.810 -0.039 1.414
H 2.366 -0.410 2.336
H 3.892 -0.001 1.487
S 2.383 -1.353 0.119
O 1.015 -1.062 -0.309
C 3.473 -0.660 -1.222
C 4.901 -0.790 -0.827
C 5.751 0.307 -0.804
C 7.068 0.171 -0.404
C 7.570 -1.063 -0.012
C 6.717 -2.161 -0.036
C 5.402 -2.029 -0.438
H 4.751 -2.891 -0.451
H 7.090 -3.129 0.264
C 9.000 -1.217 0.404
H 9.411 -0.270 0.747
H 9.095 -1.953 1.200
H 9.598 -1.558 -0.441
H 7.715 1.037 -0.397
H 5.382 1.275 -1.113
H 3.234 -1.263 -2.100
H 3.171 0.371 -1.401
H 3.780 2.556 0.232
H 1.674 4.179 -0.307
C -3.234 2.620 0.487
C -3.888 2.309 -0.868
H -4.913 2.671 -0.862
H -3.337 2.828 -1.660
H -3.207 3.696 0.663
H -3.803 2.127 1.284
H -2.320 0.178 1.045
H -0.767 0.355 0.207
H -2.429 -0.639 -1.333
H -6.429 1.414 -1.373
H -8.267 -0.021 -0.693
H -7.868 -2.208 0.324
H -6.995 -3.659 1.969
H -6.988 -4.399 0.343
*
```

=====

(5)
This record from OMol25 describes a structure of composition C25H28N3O4RuSeSi at a distorted geometry. The level of theory is ωB97M-V/def2-TZVPD.

Energy above the lowest of the compared OMol25 structures with the same formula, charge and spin, kJ/mol: 0.0
Orbital gap (alpha / beta), Eh: 0.1151 / 0.1686
LUMO level (alpha / beta), eV: 4.43 / 3.43
HOMO (alpha / beta), eV: 1.3 / -1.2

The geometry in ORCA input format:
```
! wB97M-V def2-TZVPD RIJCOSX def2/J DEFGRID3
* xyz -2 6
Ru -0.631 -1.255 -0.137
C 2.426 -3.639 1.647
C 1.201 -3.099 0.978
N 1.113 -1.831 0.591
N 2.080 -0.892 0.771
C 1.668 0.263 0.300
O 0.520 0.509 -0.258
C 2.645 1.382 0.315
C 2.285 2.602 -0.259
C 3.164 3.676 -0.249
C 4.416 3.554 0.340
C 4.780 2.340 0.915
C 3.907 1.265 0.902
C 0.060 -3.890 0.708
C -0.044 -5.273 1.011
C -1.172 -5.969 0.668
C -2.235 -5.316 0.010
C -2.093 -3.964 -0.254
N -1.020 -3.269 0.083
H 3.161 -2.841 1.735
H 2.867 -4.459 1.072
H 2.203 -4.020 2.649
H 1.305 2.677 -0.713
H 2.868 4.616 -0.702
H 5.101 4.394 0.353
H 5.755 2.234 1.379
H 4.177 0.318 1.348
H 0.781 -5.770 1.506
H -1.242 -7.027 0.899
H -3.134 -5.838 -0.285
H -2.866 -3.387 -0.750
C -4.491 -0.204 -2.020
C -3.049 -0.658 -1.969
O -2.559 -0.673 -0.764
C -2.394 -1.004 -3.171
C -3.089 -0.930 -4.420
C -2.494 -1.246 -5.634
C -1.167 -1.653 -5.670
C -0.447 -1.740 -4.468
C -1.003 -1.435 -3.222
O -0.261 -1.550 -2.158
H -4.807 0.015 -1.001
H -5.156 -0.970 -2.442
H -4.620 0.698 -2.632
H -4.124 -0.611 -4.425
H -3.073 -1.170 -6.551
H -0.687 -1.902 -6.611
H 0.591 -2.054 -4.463
O -1.150 -1.030 1.527
C -0.927 3.993 4.585
Si -0.120 3.856 2.886
C 1.740 4.011 3.096
C -0.703 5.317 1.851
Se -0.691 1.851 2.006
H -0.667 4.948 5.051
H -0.591 3.186 5.238
H -2.015 3.932 4.508
H 2.013 4.971 3.546
H 2.247 3.924 2.131
H 2.117 3.206 3.730
H -0.429 6.270 2.312
H -1.787 5.287 1.723
H -0.254 5.275 0.856
*
```

=====

(6)
This record from OMol25 describes a structure of composition C25H28N4O3 at a distorted geometry. The level of theory is ωB97M-V/def2-TZVPD.

Energy above the lowest of the compared OMol25 structures with the same formula, charge and spin, kJ/mol: 2366.1
Orbital gap, Eh: 0.3152
LUMO level, eV: 0.46
HOMO, eV: -8.1

The geometry in ORCA input format:
```
! wB97M-V def2-TZVPD RIJCOSX def2/J DEFGRID3
* xyz 0 1
C 6.273 2.670 0.374
H 6.795 2.238 1.196
H 6.067 3.781 0.465
H 7.054 2.664 -0.498
C 5.047 1.671 -0.332
N 5.281 0.358 -0.297
C 4.957 -0.652 0.704
O 5.352 -1.665 0.242
C 4.230 -0.107 1.718
O 3.075 0.451 1.588
C 1.941 -0.039 1.117
C 1.974 -1.471 0.598
C 0.973 -2.392 0.110
C -0.252 -1.466 0.160
C -0.343 -0.227 0.384
C 0.710 0.403 1.118
H 0.771 1.306 1.353
H -1.311 0.256 0.511
C -1.371 -2.108 -0.454
N -2.486 -1.394 -0.536
N -3.672 -1.860 -1.253
C -4.778 -0.888 -1.204
O -5.731 -1.258 -1.733
C -4.408 0.496 -0.886
C -3.345 1.258 -2.019
C -3.030 2.463 -1.618
C -3.881 2.981 -0.723
C -4.842 2.699 -0.021
C -5.193 1.136 -0.034
N -6.047 0.502 0.708
C -7.304 1.154 0.887
C -7.996 0.127 1.615
C -7.054 -0.891 1.977
C -5.964 -0.794 1.238
H -5.058 -1.285 1.203
H -7.236 -1.597 2.592
H -8.929 0.262 1.963
H -7.651 1.994 0.790
H -5.489 3.137 0.739
H -3.835 4.352 -0.494
H -2.252 2.851 -2.011
H -2.890 0.593 -2.241
H -3.908 -2.877 -1.358
C -1.510 -3.851 -0.546
H -2.574 -4.055 -0.713
H -0.809 -4.248 0.258
H -0.841 -4.082 -1.442
H 1.183 -3.385 -0.052
H 3.036 -2.018 0.641
H 4.743 0.654 2.437
H 4.189 -0.995 2.362
C 6.103 0.093 -1.589
C 7.739 -0.167 -1.351
H 8.116 0.566 -0.750
H 8.168 -0.591 -2.054
H 7.676 -0.944 -0.325
H 5.597 -0.927 -1.993
H 5.893 0.848 -2.227
H 4.699 2.330 -1.121
H 4.352 1.939 0.825
*
```

=====

- The lowest energy above the lowest of the compared OMol25 structures with the same formula, charge and spin belongs to which entry?
  C25H28N3O4RuSeSi